{
  "formula": "C21H26MoN4O5S2Si",
  "method": "ωB97M-V/def2-TZVPD",
  "elements": ["Mo", "S", "S", "Si", "O", "O", "O", "O", "O", "N", "N", "N", "N", "C", "C", "C", "C", "C", "C", "C", "C", "C", "C", "C", "C", "C", "C", "C", "C", "C", "C", "C", "C", "C", "H", "H", "H", "H", "H", "H", "H", "H", "H", "H", "H", "H", "H", "H", "H", "H", "H", "H", "H", "H", "H", "H", "H", "H", "H", "H"],
  "positions_angstrom": [[-0.067, 0.663, -0.238], [-1.899, -0.213, -1.810], [1.870, -0.504, -1.228], [5.369, -0.305, -0.675], [-4.045, 2.189, 5.320], [0.800, 2.540, -0.863], [-2.889, 4.145, 5.230], [-2.013, -1.606, 2.535], [-0.727, -0.933, 0.839], [-1.229, 1.594, 1.304], [1.683, 0.734, 1.011], [-3.731, -0.044, 0.166], [-3.230, -2.097, -0.370], [-2.997, -0.824, -0.628], [-1.665, 0.728, 2.245], [3.988, 0.369, 0.436], [-2.503, 2.508, 3.600], [-0.020, 2.106, -1.667], [-1.467, -0.730, 1.901], [-2.313, 1.145, 3.383], [-2.426, -3.219, -0.809], [5.542, -2.122, -0.280], [4.309, 0.983, 1.643], [-3.260, 3.025, 4.846], [-4.171, -2.250, 0.748], [-1.404, 2.911, 1.510], [-4.657, -0.812, 0.997], [2.617, 0.241, 0.177], [2.017, 1.350, 2.149], [3.336, 1.472, 2.514], [6.927, 0.620, -0.196], [5.027, -0.035, -2.490], [-2.019, 3.395, 2.643], [-0.338, 2.656, -2.998], [-1.030, 3.571, 0.737], [5.747, -2.265, 0.783], [0.267, 3.531, -3.225], [5.351, 1.108, 1.915], [7.707, 0.438, -0.938], [6.758, 1.698, -0.152], [-5.681, -0.659, 0.656], [4.619, -2.656, -0.518], [6.354, -2.583, -0.846], [-1.973, -3.689, 0.065], [-2.701, 0.423, 4.089], [4.588, 0.947, -2.675], [-3.628, -2.650, 1.606], [-4.578, -0.521, 2.042], [7.318, 0.298, 0.771], [-3.788, 0.948, 0.014], [-0.170, 1.865, -3.731], [5.969, -0.096, -3.041], [-4.978, -2.929, 0.475], [-3.048, -3.941, -1.339], [4.343, -0.782, -2.891], [-1.639, -2.856, -1.464], [-1.402, 2.895, -3.039], [1.205, 1.729, 2.756], [3.599, 1.950, 3.446], [-2.133, 4.457, 2.814]],
  "forces_ev_per_angstrom": [[0.2, -0.3, -0.1], [0.0, 0.3, 0.1], [0.0, 0.1, 0.0], [0.0, 0.0, 0.0], [-0.2, 0.1, -0.2], [-0.2, 0.0, 0.0], [-0.2, 0.1, -0.3], [0.2, 0.0, 0.2], [0.0, 0.0, 0.2], [0.0, 0.1, 0.2], [0.0, 0.1, 0.0], [-0.1, 0.0, -0.1], [0.0, 0.0, 0.0], [0.0, -0.2, 0.0], [0.0, 0.0, -0.1], [0.0, 0.0, 0.2], [-0.1, 0.1, -0.2], [0.2, 0.0, -0.3], [0.0, 0.1, -0.1], [-0.1, 0.0, 0.0], [0.0, 0.0, 0.0], [0.0, 0.0, 0.0], [0.0, 0.1, 0.0], [0.5, -0.3, 0.6], [-0.1, -0.1, 0.0], [0.0, 0.0, 0.0], [0.0, 0.0, 0.0], [0.0, -0.1, -0.2], [0.0, -0.1, 0.0], [0.0, 0.0, 0.0], [0.0, 0.0, 0.0], [0.0, 0.1, 0.0], [0.0, 0.0, 0.0], [-0.1, 0.1, 0.1], [0.0, 0.0, 0.0], [0.0, 0.0, 0.0], [0.0, 0.0, 0.0], [0.0, 0.0, 0.0], [0.0, 0.0, 0.0], [0.0, 0.0, 0.0], [0.0, 0.0, 0.0], [0.0, 0.0, 0.0], [0.0, 0.0, 0.0], [0.0, 0.0, 0.0], [0.0, 0.0, 0.0], [0.0, 0.0, 0.0], [-0.1, 0.0, -0.1], [0.0, 0.0, 0.0], [0.0, 0.0, 0.0], [0.0, 0.0, 0.0], [0.0, 0.0, 0.0], [0.0, 0.0, 0.0], [0.0, 0.0, -0.1], [0.0, 0.0, 0.0], [0.0, 0.0, 0.0], [0.0, 0.0, 0.0], [0.0, 0.0, 0.0], [0.0, 0.0, 0.0], [0.0, 0.0, 0.0], [0.0, 0.0, 0.0]],
  "homo_lumo_gap_ev": [7.35, 6.32],
  "e_above_lowest_kcal_mol": 0.00,
  "homo_ev": [-7.888, -7.892],
  "multiplicity": 3
}

{
  "formula": "C21H26N2O6S",
  "method": "ωB97M-V/def2-TZVPD",
  "elements": ["S", "O", "O", "O", "O", "O", "O", "N", "N", "C", "C", "C", "C", "C", "C", "C", "C", "C", "C", "C", "C", "C", "C", "C", "C", "C", "C", "C", "C", "C", "H", "H", "H", "H", "H", "H", "H", "H", "H", "H", "H", "H", "H", "H", "H", "H", "H", "H", "H", "H", "H", "H", "H", "H", "H", "H"],
  "positions_angstrom": [[-2.681, 0.400, -1.873], [1.025, 3.872, -0.248], [-3.280, -0.357, -2.929], [-2.611, 1.825, -2.000], [-0.833, -1.195, 1.001], [1.013, -1.923, -3.204], [2.944, -1.308, 1.034], [1.178, -2.286, -0.983], [-1.119, -0.186, -1.638], [-0.356, 0.065, 0.715], [0.559, 2.621, 0.002], [3.356, -0.129, -0.934], [-0.455, 0.512, -0.612], [0.019, 1.771, -0.955], [3.734, 0.793, 0.231], [0.882, 4.384, -1.556], [2.584, -2.596, -0.977], [-0.692, -1.677, 2.318], [-0.963, -1.609, -1.846], [-4.492, -1.621, 1.105], [3.513, -0.091, 1.476], [-4.380, -0.739, 2.169], [-3.811, 0.512, 1.989], [0.203, 0.913, 1.663], [3.418, -1.517, -0.287], [-3.452, -0.009, -0.311], [0.642, 2.176, 1.319], [-3.339, 0.881, 0.740], [-4.020, -1.256, -0.145], [0.511, -1.940, -2.102], [1.054, 2.835, 2.066], [-4.942, -2.592, 1.251], [-3.731, 1.197, 2.819], [-1.346, -2.201, -1.005], [0.736, -2.173, -0.084], [4.030, -0.045, -1.782], [-1.534, -1.830, -2.749], [4.469, -0.296, 1.980], [-2.894, 1.847, 0.561], [4.467, -1.860, -0.246], [4.776, 1.103, 0.166], [2.902, -2.690, -2.017], [0.361, -1.721, 2.614], [-0.090, 2.064, -1.985], [3.108, 1.681, 0.261], [-1.109, -2.683, 2.305], [2.823, 0.353, 2.194], [-1.255, -1.066, 3.029], [-4.095, -1.913, -0.997], [2.737, -3.547, -0.457], [-4.743, -1.028, 3.145], [1.244, 5.410, -1.508], [-0.164, 4.376, -1.874], [1.485, 3.818, -2.272], [2.338, 0.070, -1.269], [0.274, 0.603, 2.693]],
  "forces_ev_per_angstrom": [[-0.2, 0.0, 0.1], [0.1, -0.1, 0.3], [0.1, -0.3, 0.2], [0.1, -0.1, 0.3], [0.1, 0.4, -0.4], [0.1, 0.1, -0.4], [-0.2, -0.3, -0.1], [0.2, -0.1, 0.4], [-1.0, 0.4, -0.3], [0.0, -0.2, -0.2], [-0.1, -0.2, 0.1], [0.0, -0.2, 0.2], [0.5, 0.3, 0.7], [0.3, 0.3, 0.2], [0.0, -0.1, 0.1], [0.0, 0.1, -0.2], [0.3, 0.1, 0.2], [0.0, -0.1, 0.3], [0.0, -0.6, -0.3], [0.0, 0.0, 0.0], [0.2, 0.3, 0.3], [0.0, 0.0, 0.0], [0.0, 0.0, 0.0], [-0.1, -0.1, 0.0], [0.0, 0.0, -0.5], [0.2, 0.2, -0.6], [-0.1, 0.1, -0.3], [0.0, 0.2, 0.0], [-0.1, -0.2, -0.1], [-0.4, -0.1, 0.2], [0.1, 0.1, 0.1], [0.0, -0.1, 0.0], [0.0, 0.1, 0.1], [0.1, 0.1, -0.1], [-0.2, 0.0, -0.1], [0.0, 0.0, -0.1], [0.3, -0.2, 0.1], [-0.1, 0.0, 0.0], [0.1, 0.1, 0.1], [-0.1, 0.0, 0.0], [0.0, 0.1, 0.0], [0.0, -0.1, 0.1], [0.0, 0.0, 0.0], [0.0, 0.1, -0.1], [0.0, 0.1, 0.0], [0.0, 0.1, 0.1], [0.1, 0.0, 0.0], [0.0, 0.0, 0.0], [-0.1, -0.1, -0.1], [0.0, 0.0, -0.1], [0.0, 0.0, 0.1], [0.0, -0.1, -0.1], [0.0, 0.0, 0.0], [0.0, 0.0, 0.0], [0.0, 0.0, 0.0], [0.0, -0.1, 0.1]],
  "homo_lumo_gap_ev": 8.79,
  "e_above_lowest_kcal_mol": 37.41,
  "smiles": "COc1ccc(OC)c(N(CC(=O)NC[C@H]2CCCO2)S(=O)(=O)c2ccccc2)c1",
  "homo_ev": -8.286
}

{
  "formula": "C21H27BClFN2O7S",
  "method": "ωB97M-V/def2-TZVPD",
  "elements": ["Cl", "S", "F", "O", "O", "O", "O", "O", "O", "O", "N", "N", "C", "C", "C", "C", "C", "C", "C", "C", "C", "C", "C", "C", "C", "C", "C", "C", "C", "C", "C", "C", "C", "B", "H", "H", "H", "H", "H", "H", "H", "H", "H", "H", "H", "H", "H", "H", "H", "H", "H", "H", "H", "H", "H", "H", "H", "H", "H", "H", "H"],
  "positions_angstrom": [[-1.965, -2.820, -6.395], [-1.285, -2.519, -4.475], [3.097, 1.081, -4.241], [0.044, -3.102, -4.369], [-3.074, 2.255, 2.754], [4.182, -0.926, -0.639], [-3.124, -2.203, 2.631], [-2.650, 0.710, 4.592], [-3.886, -0.839, 1.075], [-1.371, -1.101, -4.142], [1.038, 4.214, 1.678], [1.309, 0.322, 1.942], [-2.870, -1.298, 1.876], [-0.292, -1.453, 1.165], [2.700, 1.669, -1.308], [2.221, -1.610, 0.537], [-2.346, -3.384, -3.223], [1.288, 2.411, -3.234], [-0.075, 3.559, 2.406], [-1.536, -3.672, -1.912], [1.403, -0.111, -2.607], [2.197, 2.757, -2.143], [-1.081, 0.488, 2.561], [0.489, 2.366, 3.330], [0.914, 1.000, -3.443], [1.067, -0.855, 1.247], [-1.411, -0.775, 1.851], [2.322, 0.250, -1.518], [2.979, -0.762, -0.559], [-1.220, -2.386, -1.041], [0.290, 1.025, 2.585], [2.668, 0.905, 2.035], [-0.644, -2.759, 0.387], [-2.326, 1.208, 3.306], [1.360, 4.982, 2.276], [0.167, -3.528, 0.370], [-0.054, 2.418, 4.320], [1.936, -2.589, 0.084], [-0.556, -4.156, -2.150], [0.702, 4.610, 0.794], [-2.165, -4.371, -1.284], [-3.331, 2.805, 3.523], [-0.815, 3.115, 1.692], [-3.533, 0.297, 4.593], [-2.639, -4.356, -3.719], [3.494, 0.210, 1.757], [2.548, 3.797, -1.939], [2.990, -1.848, 1.332], [-0.667, 4.278, 3.052], [-0.614, -1.612, -1.588], [-3.580, -0.155, 0.447], [2.715, 1.891, 1.490], [1.122, -1.177, -2.757], [3.423, 1.931, -0.491], [-1.507, -3.232, 0.945], [-3.311, -2.827, -3.062], [1.548, 2.640, 3.550], [0.866, 3.189, -3.917], [-2.224, -1.892, -0.849], [0.242, 0.776, -4.298], [2.830, 1.160, 3.124]],
  "forces_ev_per_angstrom": [[-0.1, -0.1, 0.8], [2.1, 1.7, 2.4], [0.3, -0.1, -0.7], [-1.7, 0.0, -0.6], [1.3, -0.7, 1.1], [-1.0, 0.0, 0.7], [0.2, 0.7, -0.3], [0.0, 0.0, -1.5], [1.6, 0.6, 0.2], [-0.6, -1.6, -1.0], [-0.8, 0.1, 0.6], [-1.4, -0.4, 0.0], [-0.1, -1.3, 0.2], [-0.4, 1.3, 1.2], [-0.9, -0.5, -1.1], [0.4, 0.8, 0.9], [-0.7, -1.2, -0.7], [0.7, -1.6, 1.7], [-0.4, -0.3, 0.2], [0.4, 0.7, 0.4], [0.4, 2.8, 1.2], [-0.9, -2.5, -0.2], [0.9, -1.0, -1.4], [-0.1, 0.9, -0.4], [1.2, 0.2, 1.1], [-2.1, -1.3, -0.6], [3.1, 2.2, -0.5], [-1.2, 1.7, -0.4], [0.9, 0.6, -1.4], [-0.9, 0.0, -0.1], [-2.2, -1.5, 0.1], [1.0, 1.0, 1.2], [-0.7, 0.4, 0.1], [-0.3, 0.1, 0.8], [0.0, -0.3, -0.6], [-0.5, 0.9, -0.1], [0.4, -0.6, -1.1], [-0.2, 1.0, 0.4], [-1.0, 0.2, 0.0], [0.3, -0.2, 0.5], [0.7, 0.6, -0.7], [-0.5, -0.4, -0.7], [0.7, 0.5, 0.5], [0.3, 0.4, 0.3], [0.4, 0.9, 0.6], [-1.0, 0.5, -0.1], [-0.4, -1.0, -0.3], [-0.7, 0.2, -1.0], [0.7, -0.8, -0.6], [-0.3, -0.9, 0.5], [0.0, -0.2, 0.3], [-0.2, -1.3, 0.3], [0.3, 1.1, -0.2], [-0.7, -0.4, -1.0], [1.1, 0.4, -0.5], [1.2, -0.2, -0.2], [-0.9, -0.5, -0.2], [0.5, -0.9, 0.7], [1.0, -0.4, -0.2], [0.7, 0.1, 0.8], [-0.1, -0.5, -1.2]],
  "homo_lumo_gap_ev": 3.62,
  "homo_ev": -5.457
}

{
  "formula": "C21H27FIN3O11",
  "method": "ωB97M-V/def2-TZVPD",
  "elements": ["I", "F", "O", "O", "O", "O", "O", "O", "O", "O", "O", "O", "O", "N", "N", "N", "C", "C", "C", "C", "C", "C", "C", "C", "C", "C", "C", "C", "C", "C", "C", "C", "C", "C", "C", "C", "C", "H", "H", "H", "H", "H", "H", "H", "H", "H", "H", "H", "H", "H", "H", "H", "H", "H", "H", "H", "H", "H", "H", "H", "H", "H", "H", "H"],
  "positions_angstrom": [[-1.609, 4.171, -2.480], [-5.168, -2.239, 2.326], [1.220, 2.555, -2.154], [2.274, -4.282, 0.022], [4.840, 1.306, 3.728], [1.016, 1.417, 0.973], [1.191, -2.565, 0.147], [5.903, 2.862, 2.587], [5.418, 3.847, -0.572], [-4.033, -4.270, -2.798], [6.378, 5.421, 0.634], [1.497, -0.766, -2.493], [-3.576, 0.991, -3.017], [6.381, 4.550, -0.244], [1.489, -3.598, -0.660], [5.706, 2.179, 3.599], [-4.508, -4.482, 1.112], [-0.202, -2.117, -0.004], [-1.264, 1.983, -2.268], [0.470, -0.115, -1.942], [1.812, 2.521, 0.405], [-3.445, -1.073, -0.233], [6.588, 2.428, 4.771], [-4.987, -0.525, -0.333], [-4.053, -3.074, 1.822], [-0.683, -0.901, -1.019], [-2.513, 0.872, -2.218], [-5.515, -2.162, -2.490], [3.229, 2.552, 1.294], [-5.434, -3.798, -2.577], [0.176, 1.519, -2.140], [7.662, 4.331, -0.967], [-2.268, -0.381, -1.145], [-6.007, -1.651, -1.008], [2.271, 2.309, -1.154], [-1.418, -2.806, 0.904], [-3.011, -2.305, 0.812], [2.803, 1.259, -1.255], [0.752, 1.678, 1.907], [3.429, 3.603, 1.787], [-3.981, -5.094, -2.196], [7.299, 3.217, 4.517], [-6.082, -2.524, -0.201], [-3.726, -4.814, 0.274], [7.520, 3.540, -1.707], [5.952, 2.735, 5.603], [3.121, 3.119, -1.363], [-5.441, -0.251, 0.737], [-6.344, -1.829, -3.277], [-4.526, -1.615, -2.829], [-7.100, -1.175, -1.055], [8.412, 4.038, -0.229], [-5.584, -4.482, 0.651], [-5.111, 0.469, -0.973], [7.111, 1.495, 4.993], [-5.753, -4.220, -1.532], [-6.187, -4.242, -3.378], [4.124, 2.183, 0.606], [-4.412, -5.321, 1.956], [7.930, 5.271, -1.454], [-3.413, -3.380, 2.782], [-1.074, -3.687, 1.630], [1.303, 3.578, 0.620], [3.152, 1.744, 2.167]],
  "forces_ev_per_angstrom": [[0.1, -2.3, 0.1], [2.3, -1.8, -1.5], [-1.7, -3.6, 0.8], [-2.3, 1.8, -3.5], [1.3, 1.2, -0.2], [-0.1, 1.5, 0.0], [-4.1, 2.8, 0.5], [-0.3, -1.1, 1.4], [1.3, 1.2, 0.5], [-1.9, -1.3, 1.7], [-0.2, -1.3, -1.3], [-6.3, 4.3, 3.6], [6.4, -0.8, 5.3], [-1.0, 0.2, 0.6], [3.3, -3.7, 3.1], [-0.6, -0.1, -1.0], [0.3, -0.9, 0.6], [-5.1, 1.8, -0.9], [3.6, -2.5, 0.6], [3.0, -2.5, -1.7], [1.8, 1.0, 1.5], [3.1, -0.5, 0.0], [0.2, 0.2, 0.1], [-0.8, 0.2, 0.0], [1.5, -0.5, -0.1], [-1.0, -0.9, 1.3], [-2.9, 0.5, -2.9], [-1.0, 0.1, -0.6], [-0.2, -0.9, -0.1], [-0.2, 0.1, 0.8], [-3.4, 1.7, 0.2], [0.1, -0.2, -0.2], [1.2, -2.4, 2.1], [0.1, 0.2, 0.9], [1.3, 0.2, 1.4], [-0.3, 2.4, -2.1], [2.9, 2.0, -1.8], [-1.4, 1.9, 0.1], [0.6, -0.4, -1.9], [-0.2, -2.1, -1.3], [0.1, 2.0, -1.7], [-0.3, -0.2, 0.0], [0.2, 1.7, -2.0], [-1.7, 1.1, 1.8], [-0.1, 0.2, 0.2], [0.1, -0.2, -0.1], [-2.1, -1.7, 0.4], [1.4, -0.8, -2.2], [1.8, -0.6, 1.7], [-1.9, -1.4, 0.8], [2.5, -0.9, 0.1], [-0.1, 0.2, -0.1], [2.1, 0.1, 1.1], [0.9, -2.2, 1.2], [-0.2, 0.1, 0.0], [0.3, 0.8, -2.0], [1.8, 1.0, 1.5], [-1.8, 1.1, 1.7], [-0.6, 1.8, -1.9], [0.0, -0.1, 0.2], [-1.5, 0.9, -2.1], [-1.0, 2.2, -1.7], [0.7, -2.3, -1.0], [0.0, 1.9, -2.0]],
  "homo_lumo_gap_ev": 7.10,
  "smiles": "C[C@H](O)COC1=C(I)C(=O)c2c(CCCCO)c([C@H](C)F)cc(ON=O)c2C1=O.C[N+](=O)[O-].C[N+](=O)[O-]",
  "homo_ev": -8.686
}